H43O21 | ωB97M-V/def2-TZVPD

LUMO level: -2.84 eV
Electronic energy: -43688.4498 eV
Total charge: +1
HOMO-LUMO gap: 0.3619 Eh
Multiplicity: 1
Energy relative to the best compared isomer or geometry (same formula, charge and spin): 100.5 kcal per mole
Highest occupied orbital energy: -12.692 eV

The geometry in XYZ format:
```
64
Properties=species:S:1:pos:R:3:forces:R:3:mulliken_charge:R:1
O -4.518 -0.866 -0.553 -0.436 -1.055 -0.926 -0.504
H 0.028 3.970 0.385 0.675 0.682 -0.791 0.361
H 4.173 1.639 3.455 -0.172 -0.254 0.441 0.321
O -0.948 2.242 2.134 -0.041 1.438 -1.507 -0.633
H -1.425 1.786 2.809 0.051 -0.962 0.669 0.259
H 0.895 -3.445 -2.703 0.393 0.113 -0.981 0.272
O -1.605 -1.230 -0.832 -1.974 0.350 1.280 -0.368
H -2.221 -1.573 0.031 1.275 0.463 -1.731 0.425
H -0.497 0.432 -3.615 0.468 -1.393 -1.372 0.272
O 2.567 -1.616 -3.482 -0.343 -1.074 1.012 -0.513
H 0.706 0.568 -4.443 0.701 0.066 -0.537 0.299
H 0.170 -0.509 1.836 0.418 0.106 0.302 0.271
O -0.712 -1.530 3.274 0.122 -1.800 -1.106 -0.596
H -1.609 1.623 0.018 0.325 0.699 0.447 0.231
H -1.436 -1.791 2.690 -0.364 0.666 0.358 0.181
O 0.053 -0.106 -4.268 -1.370 1.302 1.852 -0.579
H -3.320 1.202 -2.779 0.189 0.863 0.407 0.290
H 0.152 4.241 2.455 0.350 0.462 -0.577 0.301
O 1.325 0.007 3.534 -1.408 0.089 0.283 -0.669
H -0.112 -2.286 3.043 -0.117 0.927 0.754 0.373
H 2.731 2.190 -0.068 0.120 -1.141 -0.547 0.242
O 0.682 -3.080 -1.858 -0.496 -0.007 1.585 -0.625
H -5.305 -1.099 -1.075 0.376 -0.171 0.187 0.274
H 2.486 3.612 0.225 0.838 -1.021 0.968 0.389
O -4.999 1.655 0.555 0.307 -0.487 0.941 -0.678
H 4.948 1.849 -1.761 0.200 0.493 0.035 0.290
H 0.914 5.117 0.646 0.374 0.607 0.149 0.415
O -1.873 1.279 -0.836 -0.206 -0.363 -0.541 -0.496
H 2.979 -0.989 -4.051 0.573 0.628 -0.735 0.249
H 1.873 -5.243 0.802 0.123 -0.558 -0.017 0.285
O -3.149 0.743 -3.600 0.166 -0.004 0.348 -0.598
H -3.715 0.000 -3.409 -0.310 -0.901 -0.575 0.294
H 1.736 -0.850 3.501 0.692 -0.164 0.091 0.246
O -2.002 -3.156 -2.155 0.737 -0.404 -0.204 -0.709
H -1.740 -2.932 -3.071 0.049 -0.566 0.592 0.350
H 1.981 0.700 3.439 0.895 -0.288 0.340 0.370
O 4.536 1.026 -1.510 0.395 -1.700 -1.183 -0.543
H -5.278 1.961 -0.302 0.082 0.768 -0.292 0.317
H 4.923 0.365 -2.156 -0.684 1.173 1.197 0.282
O 1.053 4.432 2.105 0.618 -2.529 5.401 -0.711
H 1.526 3.856 2.827 -0.584 1.841 -2.017 0.340
H 0.675 -2.114 -1.901 0.330 -0.183 -0.425 0.303
O 3.220 1.750 3.597 0.580 1.344 -1.541 -0.660
H 1.036 -4.028 0.524 -0.099 0.302 -0.380 0.290
H -0.243 1.724 1.727 0.191 -0.762 0.668 0.385
O 3.285 -1.593 1.086 0.722 -1.378 0.145 -0.622
H -4.818 -0.127 -0.037 -0.023 1.139 0.752 0.360
O -2.983 -2.340 1.130 2.638 0.624 -0.940 -0.580
H -3.918 -2.226 1.103 -1.160 -0.289 0.569 0.278
H -2.496 -2.826 1.804 -1.370 -0.378 0.013 0.264
O 1.806 -4.316 1.013 0.082 0.276 0.335 -0.579
H -4.389 2.279 0.985 -0.505 -0.158 -0.650 0.302
H -1.478 -0.183 -0.753 -0.798 -1.413 -0.517 0.367
O 0.596 -0.258 1.003 -0.015 0.253 -0.889 -0.138
H -1.411 1.725 -1.557 0.184 0.306 0.416 0.312
H -1.129 -3.372 -1.659 -1.405 0.593 -1.524 0.414
O 3.029 2.829 0.563 -1.001 2.017 -0.245 -0.624
H 1.553 -0.379 1.168 -0.747 -0.056 0.146 0.049
H 3.244 -2.259 -3.221 -0.108 0.344 -0.224 0.281
O 0.588 4.621 -0.094 -1.400 -1.030 -1.985 -0.737
H -2.169 -1.615 -1.662 1.543 0.341 1.888 0.513
H 3.010 2.219 2.748 0.104 -0.337 0.574 0.290
H 3.712 -2.494 0.989 -0.982 1.502 0.179 0.291
H 3.305 -1.209 0.209 0.231 0.050 -0.366 0.262
```
Positions in Å, forces in eV/Å.


C5H6N2 | ωB97M-V/def2-TZVPD

LUMO level: 1.10 eV
Electronic energy: -8257.6091 eV
HOMO-LUMO gap: 0.3482 Eh
Multiplicity: 1
Energy relative to the best compared isomer or geometry (same formula, charge and spin): 109.5 kcal per mole
Highest occupied orbital energy: -8.372 eV

The geometry in XYZ format:
```
13
Properties=species:S:1:pos:R:3:forces:R:3:mulliken_charge:R:1
C 0.429 1.581 -0.418 -1.278 1.253 0.503 -0.171
C 1.005 0.835 -1.346 2.491 -1.364 -1.440 -0.482
C 0.078 -1.666 0.544 -0.621 -0.663 0.964 0.056
C -0.636 -0.469 1.226 -0.816 1.383 -0.605 -0.534
C -0.697 0.580 -0.324 2.289 -2.924 4.979 -0.190
N 0.473 -1.493 -0.656 1.053 -1.335 0.573 -0.567
N 0.096 -0.328 -1.223 -1.533 2.714 -1.311 0.061
H 0.503 2.594 0.041 0.133 -0.915 -0.916 0.334
H 1.887 0.904 -2.106 -1.697 -0.181 1.740 0.306
H 0.219 -2.736 1.001 -0.158 2.342 -0.732 0.333
H -1.672 -0.700 1.779 2.145 0.433 -1.657 0.283
H 0.008 0.067 2.028 -0.877 -0.985 -1.483 0.215
H -1.693 0.831 -0.545 -1.132 0.241 -0.614 0.353
```
Positions in Å, forces in eV/Å.